Record 1
C17H22N3O5P | ωB97M-V/def2-TZVPD

ORCA input file:
```
! RIJCOSX wB97M-V def2-TZVPD def2/J DEFGRID3
* xyz 0 1
C 4.79 -0.47 0.70
C 3.50 -1.14 -0.06
C 2.73 -2.31 0.79
C 2.42 -1.94 2.36
C 0.88 -1.44 2.64
C 0.64 0.17 2.28
C -0.36 0.41 1.00
C -1.79 -0.44 0.99
C -2.90 -0.29 -0.25
P -4.57 -1.23 -0.28
N -4.24 -2.78 0.20
O -5.32 -1.33 -1.85
O -5.65 -0.48 0.90
C -2.51 0.75 -1.44
C -1.10 1.60 -1.44
C 0.01 1.47 -0.24
C 1.38 2.38 -0.28
C 1.57 3.23 1.12
C -1.15 2.48 -2.82
O -0.64 3.66 -3.16
N -2.04 1.58 -3.70
N -1.39 0.33 -3.67
C -1.16 -0.09 -4.97
O -1.05 -0.72 -6.17
C -3.26 1.20 -2.83
O -4.55 1.29 -3.17
H 5.29 -1.25 1.42
H 4.35 0.40 1.40
H 5.56 0.00 -0.06
H 3.93 -1.63 -1.06
H 2.69 -0.36 -0.40
H 3.27 -3.36 0.68
H 1.67 -2.46 0.27
H 3.13 -1.14 2.83
H 2.60 -2.95 2.98
H 0.11 -2.16 2.11
H 0.69 -1.58 3.81
H 1.70 0.64 2.18
H 0.08 0.61 3.23
H -2.00 -1.19 1.89
H -4.53 -3.45 -0.54
H -5.98 -0.56 -1.86
H -5.20 -0.69 1.79
H 1.19 3.20 -1.13
H 2.32 1.78 -0.61
H 1.86 4.36 0.92
H 0.57 3.23 1.77
H 2.40 2.66 1.74
*
```

Results
SMILES: CCCCCCc1cc(P(=N)(O)O)c2c(c1CC)C(=O)N(N=C=O)C2=O
E, a.u.: -1542.189631
HOMO, Ha: -0.31948
Relative energy (zero: lowest compared OMol25 entry of this formula, charge and spin), kJ/mol: 1556.1

Record 2
C17H22N4 | ωB97M-V/def2-TZVPD

ORCA input file:
```
! RIJCOSX wB97M-V def2-TZVPD def2/J DEFGRID3
* xyz 0 1
C 0.69 0.32 0.79
C 1.82 0.82 1.62
C 3.08 0.21 1.54
N 4.14 -0.30 1.50
C 1.64 1.80 2.60
N 1.42 2.67 3.37
C -0.65 0.69 1.45
C -1.10 1.99 1.26
C -2.35 2.37 1.75
C -3.15 1.41 2.40
C -2.66 0.13 2.66
C -1.35 -0.20 2.26
H 0.81 -0.77 0.75
H -0.45 2.72 0.76
H -2.69 3.39 1.64
H -4.16 1.68 2.75
H -3.26 -0.62 3.19
H -0.88 -1.13 2.59
C -1.38 -2.72 0.16
N -1.09 -1.82 -0.94
C -1.94 -2.18 -2.07
C 0.32 -1.69 -1.32
C 0.75 -0.28 -1.76
C 2.19 -0.22 -2.26
C 2.65 1.23 -2.05
C 1.74 1.89 -1.01
N 0.71 0.79 -0.62
H -0.70 -2.56 1.01
H -2.40 -2.51 0.49
H -1.34 -3.79 -0.13
H -1.71 -1.57 -2.95
H -1.82 -3.25 -2.34
H -2.99 -2.05 -1.79
H 1.00 -2.03 -0.51
H 0.51 -2.34 -2.20
H 0.06 0.12 -2.53
H 2.82 -0.92 -1.69
H 2.20 -0.52 -3.32
H 3.68 1.25 -1.70
H 2.58 1.79 -2.99
H 2.25 2.22 -0.10
H 1.17 2.73 -1.43
H -0.18 1.25 -0.81
*
```

Results
E, a.u.: -879.907537
HOMO, Ha: -0.25575
Relative energy (zero: lowest compared OMol25 entry of this formula, charge and spin), kJ/mol: 117.3

Record 3
C17H22N4O2S2 | ωB97M-V/def2-TZVPD

ORCA input file:
```
! RIJCOSX wB97M-V def2-TZVPD def2/J DEFGRID3
* xyz 0 1
O -4.38 -1.18 -2.00
C -4.45 -1.23 -0.89
N -4.95 -0.09 -0.20
H -5.05 -0.29 0.81
C -5.03 0.99 -0.87
C -3.73 1.63 -0.48
C -2.67 1.34 -1.13
C -1.42 2.07 -0.90
C -1.67 2.76 0.28
S -3.22 2.62 0.85
H -0.97 3.47 0.99
H -0.54 2.06 -1.36
H -2.59 0.70 -2.31
H -5.25 1.18 -1.75
H -5.81 1.77 -0.35
C -4.29 -2.45 0.08
H -4.88 -2.73 0.83
H -4.24 -3.36 -0.59
C -2.70 -2.05 0.44
C -2.85 -1.09 1.73
O -3.83 -0.88 2.20
N -1.76 -0.38 2.04
C -0.46 -0.35 1.27
N -0.18 -1.14 0.38
N 1.09 -0.78 -0.50
C 1.83 -0.02 0.36
C 3.14 0.21 0.08
C 4.12 -0.05 1.10
C 5.44 0.19 0.96
C 5.97 -0.24 -0.49
C 5.00 0.50 -1.65
C 3.53 -0.07 -1.45
H 2.91 0.43 -2.04
H 3.45 -1.25 -1.42
H 5.25 0.00 -2.59
H 5.10 1.68 -1.53
H 6.99 0.13 -0.93
H 5.92 -1.27 -0.36
H 6.17 -0.18 1.60
H 5.48 1.44 1.03
H 3.87 0.04 2.29
H 3.87 -1.22 1.33
H 3.08 1.44 0.19
S 0.77 0.50 1.74
H -1.82 0.25 2.57
H -2.23 -3.14 0.91
H -2.06 -1.94 -0.25
*
```

Results
E, a.u.: -1826.337984
HOMO, Ha: -0.29856
Relative energy (zero: lowest compared OMol25 entry of this formula, charge and spin), kJ/mol: 1512.0

Record 4
C17H22N4O2S2W | ωB97M-V/def2-TZVPD

ORCA input file:
```
! RIJCOSX wB97M-V def2-TZVPD def2/J DEFGRID3
* xyz 4 3
W -0.15 -0.70 0.39
O -2.13 -1.52 0.61
C -2.91 -0.34 1.04
C -2.89 0.58 -0.12
C -3.95 1.34 -0.58
C -3.78 2.06 -1.75
C -2.58 1.95 -2.43
C -1.56 1.18 -1.90
N -1.68 0.53 -0.73
H -2.61 -2.02 -0.08
H -2.34 0.07 1.88
H -3.90 -0.61 1.42
H -4.89 1.34 -0.05
H -4.59 2.67 -2.15
H -2.43 2.44 -3.39
H -0.65 1.04 -2.45
C -2.17 -0.80 3.92
C -1.07 -1.71 3.44
N -0.23 -1.63 2.36
C 0.76 -2.63 2.51
C 0.61 -3.47 3.55
S -0.71 -2.97 4.49
C 1.89 -2.57 1.60
C 3.05 -3.26 1.66
S 4.12 -2.66 0.49
C 3.00 -1.53 -0.04
N 1.82 -1.59 0.62
C 3.43 -0.62 -1.14
H -1.88 0.25 3.88
H -2.35 -1.02 4.97
H -3.11 -0.98 3.42
H 1.23 -4.30 3.85
H 3.35 -4.04 2.35
H 4.44 -0.89 -1.46
H 3.48 0.42 -0.80
H 2.78 -0.72 -2.02
C 2.14 3.52 -2.32
N 1.63 2.13 -2.10
C 1.62 1.30 -3.32
C 1.29 1.79 -0.92
O 0.89 0.57 -0.55
H 3.19 3.45 -2.62
H 2.05 4.10 -1.41
H 1.56 3.97 -3.12
H 0.98 1.79 -4.05
H 1.27 0.29 -3.10
H 2.63 1.27 -3.72
H 1.35 2.51 -0.11
*
```

Results
⟨S²⟩: 2.01
E, a.u.: -1892.381689
HOMO (spin up / spin down), Ha: -0.76007 / -0.75927
Relative energy (zero: lowest compared OMol25 entry of this formula, charge and spin), kJ/mol: 262.6

Record 5
C17H22N4O3S | ωB97M-V/def2-TZVPD

ORCA input file:
```
! RIJCOSX wB97M-V def2-TZVPD def2/J DEFGRID3
* xyz 0 1
C -1.05 -1.79 2.29
C -0.13 -2.49 1.31
H 0.05 -3.53 1.61
H -0.54 -2.49 0.30
O 1.12 -1.80 1.30
C 1.91 -2.03 0.22
O 1.59 -2.75 -0.70
N 3.08 -1.36 0.29
C 3.37 -0.34 1.28
H 2.45 -0.10 1.80
C 3.95 0.90 0.59
H 5.04 0.85 0.54
H 3.67 1.79 1.15
C 3.41 1.01 -0.84
N 1.96 0.98 -0.85
C 1.21 1.95 -0.27
O 1.70 2.98 0.17
C -0.22 1.66 -0.20
C -1.21 2.37 0.45
N -2.43 1.80 0.43
C -2.45 0.68 -0.22
N -3.55 -0.10 -0.37
C -3.61 -1.32 -1.01
C -4.89 -1.78 -0.93
C -5.65 -0.81 -0.22
C -4.80 0.20 0.11
H -4.96 1.12 0.64
H -6.69 -0.87 0.02
H -5.26 -2.70 -1.33
H -2.74 -1.74 -1.46
S -0.90 0.21 -0.89
C -1.04 3.66 1.17
H -1.46 3.58 2.16
H 0.01 3.92 1.22
H -1.58 4.44 0.63
H 1.52 0.12 -1.13
C 3.94 -0.16 -1.68
H 4.93 0.08 -2.06
C 4.01 -1.43 -0.81
H 3.77 -2.32 -1.40
H 5.02 -1.55 -0.40
H 3.27 -0.32 -2.53
H 3.72 1.97 -1.27
H 4.09 -0.74 2.01
H -0.63 -1.82 3.29
H -1.19 -0.75 2.01
H -2.02 -2.29 2.30
*
```

Results
SMILES: CCOC(=O)N1CCC(NC(=O)c2sc(-n3cccc3)nc2C)CC1
E, a.u.: -1503.989189
HOMO, Ha: -0.31382
Relative energy (zero: lowest compared OMol25 entry of this formula, charge and spin), kJ/mol: 61.4

Record 6
C17H22N4O4S2 | ωB97M-V/def2-TZVPD

ORCA input file:
```
! RIJCOSX wB97M-V def2-TZVPD def2/J DEFGRID3
* xyz 0 1
O -1.94 -0.43 3.01
O -4.83 0.69 -2.28
O -4.19 -1.06 -3.83
N -0.96 -1.95 -0.64
N -1.72 -1.73 -1.73
O 1.32 -1.61 3.65
S -2.62 -0.13 0.01
C -0.97 -1.15 2.88
C -1.37 -1.28 0.42
C -2.61 -0.76 -1.59
C 2.05 -1.10 5.96
C 3.55 -2.13 4.35
C 3.10 -1.02 6.89
C 4.59 -2.09 5.31
C 2.25 -1.62 4.66
C 4.38 -1.51 6.60
N -0.70 -1.60 1.60
N -2.70 1.05 -3.82
C -0.06 -1.40 4.08
C 5.50 -1.48 7.64
C -0.37 3.43 -6.46
C -1.55 0.37 -4.42
C -3.47 1.85 -4.73
C -0.59 1.39 -4.95
C -2.60 2.88 -5.39
C -1.32 2.29 -5.97
S -3.69 -0.04 -2.86
H 1.09 -0.70 6.32
H 3.80 -2.45 3.34
H 2.92 -0.59 7.88
H 5.57 -2.45 5.03
H 0.15 -2.13 1.48
H -0.41 -2.28 4.66
H -0.15 -0.52 4.68
H 6.39 -0.91 7.27
H 5.77 -2.52 7.88
H 5.12 -1.00 8.56
H -0.19 4.14 -5.67
H -0.84 3.90 -7.33
H 0.58 3.02 -6.77
H -1.91 -0.29 -5.19
H -1.06 -0.28 -3.72
H -3.99 1.21 -5.46
H -4.24 2.43 -4.18
H -0.17 1.98 -4.13
H 0.24 0.83 -5.41
H -2.39 3.66 -4.64
H -3.16 3.39 -6.15
H -1.60 1.68 -6.84
*
```

Results
SMILES: Cc1ccc(OCC(=O)Nc2nnc(S(=O)(=O)N3CCC(C)CC3)s2)cc1
E, a.u.: -1977.283133
HOMO, Ha: -0.32496
Relative energy (zero: lowest compared OMol25 entry of this formula, charge and spin), kJ/mol: 320.5

Record 7
C17H22N4OS | ωB97M-V/def2-TZVPD

ORCA input file:
```
! RIJCOSX wB97M-V def2-TZVPD def2/J DEFGRID3
* xyz 0 1
N -0.61 -0.72 -0.93
N -1.62 -3.85 3.48
O 1.90 4.15 -4.46
S -2.73 -0.41 0.51
C -1.34 -1.34 -0.06
C -0.91 -3.14 2.66
C -2.17 0.89 -0.46
C -1.07 0.56 -1.21
C -0.07 3.55 -3.27
C 1.74 2.01 -3.28
C -0.83 2.70 -2.48
C 0.97 1.12 -2.51
C 1.22 3.24 -3.67
C -0.33 1.46 -2.10
N -0.83 -2.56 0.22
N -1.33 -3.33 1.36
C 2.71 2.82 -6.38
C -1.30 -3.78 4.90
C 3.08 3.77 -5.24
C 0.18 -2.17 3.02
C -1.66 -2.40 5.48
C -0.35 -0.99 3.84
C -0.56 -1.39 5.30
H -2.62 1.88 -0.49
H -0.49 4.52 -3.57
H 2.70 1.65 -3.62
H -1.83 3.03 -2.23
H 1.36 0.16 -2.22
H 0.09 -2.71 -0.19
H -2.15 -3.93 1.28
H 1.85 3.30 -6.97
H 3.53 2.69 -7.08
H 2.38 1.83 -6.03
H -0.26 -4.02 5.10
H -1.86 -4.54 5.44
H 3.80 3.27 -4.59
H 3.52 4.71 -5.64
H 0.99 -2.70 3.53
H 0.54 -1.75 2.09
H -2.58 -1.98 5.08
H -1.82 -2.55 6.54
H 0.38 -0.18 3.80
H -1.28 -0.61 3.43
H 0.38 -1.76 5.73
H -0.76 -0.52 5.90
*
```

Results
SMILES: CCOc1ccc(-c2csc(NNC3=NCCCCC3)n2)cc1
E, a.u.: -1353.388373
HOMO, Ha: -0.28237
Relative energy (zero: lowest compared OMol25 entry of this formula, charge and spin), kJ/mol: 280.0

Record 8
C17H23AuN7O4PS | ωB97M-V/def2-TZVPD

ORCA input file:
```
! RIJCOSX wB97M-V def2-TZVPD def2/J DEFGRID3
* xyz 2 1
Au -0.12 -0.04 -0.06
O -0.12 -0.66 -2.18
C 0.85 -1.09 -2.80
C 2.22 -1.21 -2.42
C 3.11 -1.71 -3.38
C 4.45 -1.85 -3.11
C 4.97 -1.49 -1.86
C 4.13 -1.01 -0.90
C 2.72 -0.84 -1.11
O 2.03 -0.37 -0.15
N 5.35 -2.35 -4.15
O 6.51 -2.44 -3.84
O 4.85 -2.63 -5.20
H 0.65 -1.43 -3.83
H 2.75 -1.99 -4.36
H 6.03 -1.61 -1.68
H 4.51 -0.74 0.08
C -0.66 2.36 4.77
N 0.53 2.76 4.04
C 1.71 2.14 4.62
N 1.56 0.70 4.58
C 0.38 0.29 5.32
N -0.80 0.91 4.74
C -1.14 0.40 3.45
P 0.23 0.75 2.20
C 0.43 2.58 2.63
C 1.65 0.14 3.27
H -1.54 2.82 4.32
H -0.57 2.68 5.80
H 1.80 2.46 5.66
H 2.60 2.44 4.07
H 0.48 0.62 6.36
H 0.28 -0.80 5.29
H -2.06 0.85 3.09
H -1.28 -0.69 3.50
H -0.44 3.13 2.24
H 1.33 2.96 2.13
H 2.59 0.43 2.79
H 1.60 -0.96 3.31
C -5.05 -2.10 -2.43
C -5.20 -1.76 -0.94
C -4.22 -0.73 -0.55
N -2.98 -0.91 -0.31
N -2.29 0.20 -0.08
C -3.00 1.31 -0.15
N -2.50 2.54 0.10
S -4.67 0.99 -0.49
H -5.77 -2.87 -2.69
H -4.05 -2.45 -2.65
H -5.25 -1.22 -3.05
H -5.02 -2.67 -0.36
H -6.21 -1.40 -0.74
H -1.51 2.67 -0.07
H -3.08 3.33 -0.11
*
```

Results
E, a.u.: -2220.360939
HOMO, Ha: -0.53025
Relative energy (zero: lowest compared OMol25 entry of this formula, charge and spin), kJ/mol: 155.2